Record 1
5 unconnected molecules or ions with the total composition C32H76ClI2N4OP, computed with the ωB97M-V functional and the def2-TZVPD basis.

```
117
C32H76ClI2N4OP (the ωB97M-V functional and the def2-TZVPD basis)
C 2.58119 -0.53588 -2.27432
C 1.27819 -0.53583 -2.49660
P 0.30862 -2.04154 -2.59223
Cl 0.64457 -2.51451 -0.50528
I -0.00485 -1.39399 -5.20065
C 1.13011 -3.57932 -3.25994
O 1.67996 -4.42707 -2.31857
C 1.43424 -5.82479 -2.47726
C 0.89909 -6.39838 -1.18525
C -1.52430 -1.94961 -2.41780
C -2.25272 -2.85213 -1.41321
C -3.53654 -3.40302 -2.03623
I -2.73853 -1.80506 0.39349
H 3.13753 -1.44741 -2.08555
H 3.13284 0.39587 -2.27648
H 0.71909 0.37277 -2.69076
H 1.87658 -3.16786 -3.94806
H 0.35230 -4.06248 -3.86227
H 2.37787 -6.29933 -2.76122
H 0.73321 -5.98167 -3.30481
H -0.14532 -6.12450 -1.02582
H 1.47495 -6.01297 -0.34420
H 0.97425 -7.48686 -1.18478
H -1.73332 -0.89159 -2.23807
H -1.89877 -2.17790 -3.41231
H -1.60552 -3.66786 -1.09951
H -4.25820 -3.71616 -1.28429
H -3.29472 -4.26615 -2.66361
H -4.02739 -2.65802 -2.66357
C 6.36309 -0.33673 -3.23351
C 6.04737 1.09072 -3.65110
N 6.39963 2.06823 -2.63606
C 5.83148 3.38555 -2.86846
C 6.30136 4.17098 -4.09724
C 7.78369 2.03893 -2.18869
C 8.88595 2.19766 -3.24217
H 5.92235 -0.55713 -2.25949
H 5.94973 -1.03229 -3.96561
H 7.43495 -0.52833 -3.17516
H 4.96940 1.18493 -3.81496
H 6.51807 1.28668 -4.62790
H 6.01491 3.98354 -1.97083
H 4.74619 3.25676 -2.93295
H 7.31594 4.54992 -3.97887
H 5.64646 5.02999 -4.25446
H 6.26800 3.56145 -5.00150
H 7.94794 1.09778 -1.65836
H 7.88654 2.82345 -1.43443
H 8.71196 1.55056 -4.10374
H 9.84823 1.91682 -2.80994
H 8.97394 3.22134 -3.60324
C -5.88942 -6.48007 -0.84788
C -6.12582 -5.56215 0.34151
N -7.10799 -4.52599 0.07109
C -7.10525 -3.45708 1.05520
C -7.52066 -3.78437 2.49336
C -8.41340 -4.98986 -0.37226
C -9.16721 -5.96825 0.53650
H -5.65085 -5.89726 -1.73949
H -5.05564 -7.15146 -0.63771
H -6.75924 -7.09969 -1.06891
H -5.19138 -5.04842 0.58918
H -6.37419 -6.17734 1.22137
H -7.73939 -2.65127 0.67453
H -6.08711 -3.05783 1.07487
H -8.59625 -3.93347 2.58976
H -7.24435 -2.95306 3.14460
H -7.01811 -4.67593 2.87158
H -8.29127 -5.45662 -1.35259
H -9.02548 -4.10020 -0.54123
H -8.52053 -6.78174 0.87001
H -9.99803 -6.41505 -0.01271
H -9.57751 -5.48376 1.42122
C 10.09195 4.78204 -0.40789
C 9.88966 6.09612 0.32786
N 8.80805 6.88560 -0.23851
C 8.75974 8.25063 0.25599
C 8.44760 8.46804 1.74078
C 7.52979 6.20382 -0.37323
C 6.91049 5.58330 0.88436
H 10.19432 4.95651 -1.48051
H 10.99004 4.27611 -0.05202
H 9.25153 4.10550 -0.25091
H 10.79564 6.70365 0.24914
H 9.75745 5.88183 1.40081
H 8.02669 8.79262 -0.34801
H 9.73179 8.70270 0.03597
H 7.40334 8.26489 1.97537
H 8.64935 9.50662 2.00945
H 9.06802 7.83691 2.37868
H 7.64946 5.41388 -1.11981
H 6.83150 6.92088 -0.81287
H 7.64379 4.99935 1.44352
H 6.10211 4.90619 0.60029
H 6.49450 6.33102 1.55787
C -7.91575 -0.10239 2.84809
C -8.33437 -0.25205 4.30187
N -7.35651 0.28731 5.23100
C -7.57328 -0.12144 6.60812
C -8.85132 0.35258 7.30929
C -6.98967 1.67997 5.02320
C -8.11283 2.72393 5.03541
H -6.91645 -0.51259 2.69147
H -8.61367 -0.64206 2.20586
H -7.91248 0.93869 2.52331
H -8.43485 -1.31585 4.53738
H -9.33971 0.18199 4.42711
H -6.70425 0.20285 7.18729
H -7.55794 -1.21573 6.62018
H -8.81830 1.41404 7.55160
H -8.98008 -0.19482 8.24490
H -9.73632 0.17106 6.69763
H -6.46728 1.75057 4.06638
H -6.24737 1.93038 5.78535
H -8.95462 2.41149 4.41502
H -7.74150 3.66747 4.63126
H -8.49073 2.91969 6.03768
```

The HOMO energy comes out at -8.1 eV. As for the structure (SMILES): C=CP(Cl)(I)(COCC)C[C@H](C)I.CCN(CC)CC.CCN(CC)CC.CCN(CC)CC.CCN(CC)CC. The calculation puts the largest force on an atom at 0.91 eV/A. The total energy comes out at -80435.9089 eV. The value obtained for the orbital gap is 0.311 hartree.

***

Record 2
8 unconnected molecules or ions with the total composition C32H77N3O8, computed with the ωB97M-V functional and the def2-TZVPD basis.

```
120
C32H77N3O8 (the ωB97M-V functional and the def2-TZVPD basis)
C 0.42223 -10.44041 5.57823
C 0.85441 -9.78314 4.29443
C 1.94677 -8.71789 4.56178
C 1.49229 -10.91261 3.42488
C 1.89927 -10.47857 2.02811
C 0.66611 -10.06181 1.24748
C -0.16368 -8.99269 1.97264
C 0.34911 -7.56524 1.62788
C -1.61709 -9.09133 1.33697
N -0.27485 -9.22893 3.40240
O -1.13323 -8.38957 4.12884
H 0.05845 -9.70578 6.29662
H -0.38588 -11.15421 5.41841
H 1.24270 -10.93041 6.10247
H 1.45151 -7.75599 4.69431
H 2.59962 -8.93970 5.40599
H 2.65230 -8.46336 3.77086
H 2.50046 -11.13792 3.77261
H 0.82544 -11.77100 3.34366
H 2.52868 -9.58871 2.03755
H 2.45592 -11.30886 1.59355
H 0.07409 -10.96591 1.10529
H 1.03626 -9.83733 0.24713
H 1.35926 -7.48297 2.02904
H -0.27342 -6.82425 2.12938
H 0.21516 -7.41399 0.55677
H -2.36468 -8.40169 1.72888
H -2.10007 -10.05674 1.48800
H -1.58918 -8.89088 0.26592
H -1.78824 -9.02890 4.41834
C -3.81015 -4.83338 -7.02682
C -5.05902 -4.93060 -6.19288
C -5.52196 -6.41839 -5.84309
C -4.65771 -4.30650 -4.79543
C -4.55791 -2.81513 -4.81705
C -5.91613 -2.16435 -5.14327
C -6.47731 -2.68550 -6.49493
C -8.02714 -2.41535 -6.44456
C -5.73472 -1.74416 -7.53504
N -6.17604 -4.11563 -6.80805
O -6.59722 -4.52510 -8.04600
H -3.27891 -3.90555 -7.23899
H -3.02667 -5.45636 -6.59535
H -3.94860 -5.18801 -8.04818
H -6.33333 -6.51667 -5.12190
H -5.78197 -6.90198 -6.78470
H -4.67165 -6.97954 -5.45556
H -5.43649 -4.68035 -4.13071
H -3.75851 -4.71344 -4.33289
H -4.22211 -2.51130 -3.82558
H -3.85569 -2.49506 -5.58683
H -5.76297 -1.08539 -5.12122
H -6.58474 -2.37860 -4.30949
H -8.39160 -2.86891 -5.52285
H -8.51371 -2.78744 -7.34618
H -8.21849 -1.36906 -6.20628
H -5.87034 -0.68277 -7.32730
H -6.06612 -1.85957 -8.56700
H -4.65402 -1.84001 -7.63997
H -5.95871 -4.10231 -8.62492
C 3.71194 9.78257 3.91664
C 2.69870 10.42476 2.82617
C 3.08440 10.01572 1.44644
C 1.30292 9.93387 3.17132
C 0.16003 10.68471 2.41914
C 0.35263 12.19944 2.70935
C 1.77539 12.71598 2.30012
C 2.10030 12.72472 0.75489
C 1.97932 14.15286 2.83009
N 2.77832 11.89396 2.96365
O 4.11137 12.33848 2.93934
H 4.76555 9.97100 3.71045
H 3.58234 10.16161 4.93036
H 3.53841 8.71165 3.81119
H 3.15307 8.93136 1.35956
H 2.35696 10.20123 0.65617
H 4.01562 10.45142 1.08437
H 1.15575 8.89612 2.87215
H 1.19811 9.85066 4.25308
H 0.13002 10.38994 1.37018
H -0.78576 10.24198 2.73151
H 0.24542 12.48182 3.75666
H -0.45223 12.57528 2.07765
H 1.64270 13.64769 0.39876
H 1.52327 11.98664 0.19777
H 3.14677 12.76236 0.45227
H 2.91808 14.52186 2.41697
H 1.98816 14.21954 3.91801
H 1.14575 14.80858 2.57852
H 4.33473 12.31429 2.00601
C 1.02675 4.35608 8.22051
O 1.84656 3.94712 7.14541
H 0.11465 4.72207 7.74909
H 0.85778 3.53489 8.91707
H 1.50022 5.10530 8.85501
H 1.24047 3.79459 6.41671
C 0.35574 0.22455 2.02875
O 0.24349 1.45649 2.55851
H -0.14353 -0.55116 2.60935
H 0.18379 0.22343 0.95240
H 1.40899 -0.04803 2.09549
H 0.59862 1.97784 1.83486
C 3.78198 -3.26851 -4.08506
O 3.19942 -2.89119 -2.86281
H 3.58108 -4.32555 -4.25947
H 3.21991 -2.70434 -4.82930
H 4.83094 -3.06153 -4.29704
H 3.34059 -1.94655 -2.76621
C 6.38722 3.26165 1.06428
O 5.06342 3.21696 1.63452
H 7.11543 3.88344 1.58504
H 6.66556 2.21283 0.96131
H 6.57180 3.77190 0.11894
H 5.05422 2.87263 2.53060
C 3.37652 3.22356 -3.71865
O 3.18914 2.29877 -2.67372
H 4.42134 3.53407 -3.71240
H 2.91993 2.98143 -4.67833
H 2.78939 4.10430 -3.45849
H 3.53111 2.69814 -1.87050
```

The HOMO energy comes out at -8.0 eV. As for the structure (SMILES): CC1(C)CCCC(C)(C)N1O.CC1(C)CCCC(C)(C)N1O.CC1(C)CCCC(C)(C)N1O.CO.CO.CO.CO.CO. The calculation puts the largest force on an atom at 3.80 eV/A. The total energy comes out at -55272.9020 eV. The value obtained for the orbital gap is 0.301 hartree. The energy relative to the best compared isomer or geometry (same formula, charge and spin) comes out at 533.07 kJ/mol.

***

Q: Look up the orbital gap of the second one.
A: 0.301 hartree

***

Q: Which value of orbital gap does entry 1 give?
A: 0.311 hartree

***

Q: Which of these has the lowest orbital gap?
A: C32H77N3O8

***

Q: Which formula does entry 1 have?
A: C32H76ClI2N4OP